a.
Entry from the OMol25 dataset: one molecule with the formula C3H5ClN2 (wB97M-V/def2-TZVPD).

Positions of all 11 atoms, in Å:
Cl1 2.70558 -2.27989 -0.18490
N1 -1.47047 0.73202 0.29700
N2 -1.66686 1.27376 -0.99547
C1 1.57167 -1.19218 0.53963
C2 0.52437 -0.60988 -0.14206
C3 -0.39836 0.14084 0.72094
H1 -0.84542 1.49540 -1.52687
H2 1.74830 -0.76860 1.55923
H3 -2.23125 2.21313 -0.72838
H4 0.49793 -0.79080 -1.23885
H5 -0.43550 -0.21379 1.69975

## Properties
Multiplicity ... 1
Structure (SMILES) ... N/N=C\C=C\Cl
Total charge ... 0
HOMO ... -0.3161 Ha
LUMO level ... 0.0113 Ha
Gap between HOMO and LUMO ... 8.9 eV

b.
Entry from the OMol25 dataset: one molecule with the formula C3H5ClN2 (wB97M-V/def2-TZVPD).

Positions of all 11 atoms, in Å:
Cl1 2.46234 -0.18516 -0.10193
N1 -1.57704 1.05414 -0.04156
N2 -1.70680 -1.35773 0.04916
C1 0.58494 -0.12992 0.29753
C2 -0.13504 1.02259 0.11740
C3 -2.31046 -0.19181 -0.06977
H1 -1.86889 1.96947 -0.29819
H2 -3.43104 -0.00613 -0.49638
H3 -0.04172 -0.99876 0.23567
H4 0.11935 2.17369 0.24764
H5 -2.48731 -2.07065 -0.08005

## Properties
Multiplicity ... 1
Structure (SMILES) ... [H]/N=C/N/C=C/Cl
Total charge ... 0
HOMO ... -0.3199 Ha
LUMO level ... 0.0205 Ha
Gap between HOMO and LUMO ... 9.3 eV

Energies relative to the minimum, eV: a 0.098; b 0.000

a.
Entry from the OMol25 dataset: a 6-piece molecular cluster, C5H20O5 overall (wB97M-V/def2-TZVPD).

Positions of all 30 atoms, in Å:
O1 -0.97897 -1.72968 2.17794
O2 3.22145 0.48441 0.61454
O3 2.71279 -2.11451 -0.81557
O4 0.27570 1.58014 -3.62241
O5 -3.43256 -0.99343 1.24369
C1 -0.58634 -0.94733 -1.51685
C2 -1.07619 1.47855 2.26117
C3 -0.55740 1.22845 -0.17048
C4 -0.21637 1.53875 1.25442
C5 0.26912 0.06043 -0.75693
H1 -0.33116 2.12356 -0.76447
H2 -1.19081 -0.50141 -2.30723
H3 -1.26945 -1.47005 -0.83901
H4 -1.62603 1.05059 -0.29255
H5 -3.14852 -0.65439 0.38764
H6 0.02008 -1.75583 -1.93365
H7 0.70763 0.72054 -3.64818
H8 -0.81366 1.70818 3.28968
H9 1.04862 0.40783 -1.43208
H10 -0.49307 -0.88331 2.19851
H11 3.15908 -1.40401 -0.32803
H12 2.06595 -2.46219 -0.19542
H13 -2.61928 -1.32409 1.65600
H14 -2.11460 1.17562 2.18246
H15 -0.43912 -2.28129 1.58768
H16 0.81699 -0.45610 0.03190
H17 0.81315 1.83662 1.42423
H18 3.18621 0.91053 1.46100
H19 -0.51761 1.46845 -3.12141
H20 3.11438 1.20497 -0.02660

## Properties
Multiplicity ... 1
Structure (SMILES) ... C=CCCC.O.O.O.O.O
Total charge ... 0
HOMO ... -0.3769 Ha
LUMO level ... 0.0045 Ha
Gap between HOMO and LUMO ... 10.4 eV

b.
Entry from the OMol25 dataset: a 5-piece molecular cluster, C5H20O5 overall (wB97M-V/def2-TZVPD).

Positions of all 30 atoms, in Å:
O1 0.49065 2.45535 -0.11881
O2 0.30148 -0.34337 -0.63353
O3 4.65452 0.16910 1.33044
O4 -0.91513 1.31799 -2.65865
O5 -2.94317 -4.55039 -0.20030
C1 0.57080 3.22956 1.08267
C2 -1.96310 0.36625 -2.88719
C3 3.56965 1.02238 1.00789
C4 -2.63206 -3.93747 1.03826
C5 -0.24193 -0.63578 0.62879
H1 1.17455 2.67575 1.80522
H2 -0.41400 3.48480 1.47718
H3 3.67756 1.43950 -0.00249
H4 -2.90558 -2.89443 0.88820
H5 -1.33063 -0.70699 0.53602
H6 1.18387 4.12712 0.91079
H7 5.45840 0.69441 1.26338
H8 -2.51331 -5.39973 -0.31422
H9 -0.03991 3.00626 -0.71029
H10 -3.17235 -4.36657 1.88369
H11 -0.13574 0.92158 -3.05646
H12 -1.53819 -0.58641 -3.19187
H13 3.47543 1.91397 1.65033
H14 0.18675 0.58493 -0.88430
H15 0.02201 0.12152 1.37355
H16 -1.55944 -3.96346 1.25044
H17 -2.54264 0.21586 -1.97178
H18 0.14526 -1.58674 0.99094
H19 2.63487 0.47586 1.11233
H20 -2.69863 0.74916 -3.60025

## Properties
Multiplicity ... 1
Structure (SMILES) ... CO.CO.CO.CO.CO
Total charge ... 0
HOMO ... -0.3555 Ha
LUMO level ... 0.0267 Ha
Gap between HOMO and LUMO ... 10.4 eV

c.
Entry from the OMol25 dataset: a 5-piece molecular cluster, C5H20O5 overall (wB97M-V/def2-TZVPD).

Positions of all 30 atoms, in Å:
O1 2.90076 1.95945 -1.18115
O2 -0.96307 -5.47255 -2.98160
O3 -1.49617 6.65762 -2.27857
O4 0.02845 -3.82240 7.50788
O5 -2.30049 1.20489 -1.23219
C1 0.42231 -5.68690 -3.01241
C2 0.20756 -3.71778 6.15192
C3 4.16161 1.58080 -1.84288
C4 -1.96595 7.46087 -1.23582
C5 -2.60077 0.24743 -0.21355
H1 -2.33586 -0.76240 -0.52689
H2 -3.00800 7.78022 -1.22022
H3 1.18355 -3.31703 5.87815
H4 4.03140 1.28289 -2.88326
H5 -1.43896 1.51615 -0.94496
H6 -1.91381 6.75503 -0.40686
H7 -1.39451 8.34444 -0.95152
H8 3.17555 2.55788 -0.48260
H9 0.94513 -4.75854 -3.24238
H10 -3.67829 0.21764 -0.05176
H11 -2.04223 0.48631 0.69147
H12 4.54948 0.67324 -1.38028
H13 4.93988 2.33809 -1.93726
H14 0.72999 -6.44528 -3.73234
H15 0.76755 -4.21525 7.97799
H16 -0.04166 -4.74999 5.90590
H17 0.76538 -6.13853 -2.08159
H18 -1.24043 -4.76706 -3.57063
H19 -0.39372 -3.04675 5.53849
H20 -1.99470 5.83738 -2.26114

## Properties
Multiplicity ... 1
Structure (SMILES) ... CO.CO.CO.CO.CO
Total charge ... 0
HOMO ... -0.3742 Ha
LUMO level ... 0.0181 Ha
Gap between HOMO and LUMO ... 10.7 eV

Energies relative to the minimum, eV: a 0.000; b 1.988; c 3.410